Record 1
A structure of composition C40H28ClN7O2Ti in a non-equilibrium geometry. Source: the Open Molecules 2025 dataset; level of theory: ωB97M-V/def2-TZVPD.

Each line ends with the Löwdin spin population.
Element x y z (Å)
Ti: 0.019270 -0.051070 -0.190520  0.93
Cl: -0.291983 -6.811754 -2.796147  -0.01
O: -1.183016 -1.680651 -0.172919  0.04
O: 3.606740 2.192145 0.727895  0.00
N: 1.994889 0.749415 -0.060322  0.00
N: 0.176448 2.179309 1.625403  0.01
N: 0.247552 -0.461401 -2.258366  0.10
N: -0.259833 -0.405977 2.020692  0.00
N: -2.076420 0.613823 0.203969  0.01
N: 1.634805 -1.821761 0.253589  0.00
N: -0.154479 2.039625 -1.378438  0.00
C: -1.545012 -4.017760 -0.321910  0.00
C: -0.637714 2.857424 2.444122  0.00
C: -3.376679 -0.443091 4.093889  0.00
C: -0.512080 3.252008 -0.997840  0.03
C: -0.196210 -2.893640 -2.022636  0.02
C: 1.702356 1.547945 -5.070187  0.00
C: -3.847376 0.484628 1.842876  0.00
C: 0.432071 4.316637 -2.904453  0.02
C: 0.344392 -1.179901 4.194353  0.00
C: -1.542685 -0.264992 2.427655  0.00
C: 1.453356 -3.078069 0.712088  0.00
C: -0.953946 -1.119415 4.619772  0.00
C: -0.534919 -5.284838 -2.024393  -0.01
C: 3.509247 -3.805997 -0.251664  0.00
C: 0.022152 -4.156804 -2.579501  0.08
C: -2.953115 1.061023 -0.646717  0.01
C: 1.359826 0.417768 -4.276361  0.08
C: 0.767149 3.021917 -3.401349  0.00
C: -0.993740 -2.814678 -0.821036  0.07
C: -2.515860 0.299903 1.452313  0.00
C: 0.629975 -0.812212 2.864959  0.00
C: 3.706937 -2.517027 -0.694683  0.00
C: -1.335474 -5.253881 -0.893513  0.10
C: 2.772893 -1.535989 -0.374876  0.01
C: -1.942379 -0.620535 3.723222  0.00
C: 0.364162 -1.757990 -2.689341  0.33
C: 1.424367 2.591377 1.465729  0.00
C: -0.241509 4.410600 -1.732591  0.00
C: 2.374420 -4.096726 0.513702  0.00
C: 2.968575 -0.080422 -0.754213  0.00
C: -4.769095 1.001755 0.896575  0.00
C: -4.311288 1.290576 -0.371116  0.00
C: 2.445933 1.784398 0.629734  0.00
C: 1.032544 4.450964 2.925999  0.00
C: 0.427928 1.907049 -2.602539  0.00
C: -0.270789 4.002784 3.119113  0.00
C: -4.262932 0.091359 3.209579  0.00
C: 0.701135 0.551967 -3.062083  0.03
C: 1.412230 2.814140 -4.651950  0.07
C: 1.881377 3.732487 2.126123  0.00
H: 0.689172 5.201025 -3.472431  0.00
H: 1.603794 -0.557857 -4.669194  0.01
H: -0.976330 4.511336 3.779870  0.00
H: 0.658589 -4.244668 -3.442557  0.00
H: -1.631113 2.447615 2.596844  0.00
H: -0.599655 5.346671 -1.336692  0.00
H: 2.161931 -5.081017 0.897183  0.00
H: -5.799841 1.161380 1.182495  0.00
H: -2.530716 1.259619 -1.625622  0.00
H: -5.292443 0.255207 3.488663  0.00
H: 3.977772 0.229483 -0.501632  0.00
H: 1.650927 -0.843451 2.489539  0.00
H: 2.204536 1.406592 -6.020151  0.00
H: 2.860221 0.022165 -1.820789  0.00
H: 1.151333 -1.495759 4.837381  0.00
H: 1.394690 5.349170 3.408044  0.00
H: -3.718293 -0.732966 5.087943  0.00
H: -1.750263 -6.153620 -0.479203  0.01
H: 4.213007 -4.592957 -0.482048  0.00
H: -4.978409 1.667629 -1.144903  0.00
H: 0.791735 -1.975930 -3.654779  0.02
H: 1.673696 3.664703 -5.261090  0.00
H: -1.053627 3.318520 -0.054970  0.00
H: -1.261956 -1.442001 5.604784  0.00
H: 0.533891 -3.254729 1.250021  0.00
H: 4.568733 -2.230503 -1.268303  0.00
H: -2.160566 -3.928950 0.569480  0.00
H: 2.914963 3.996810 1.950399  0.00

Forces on atoms 1 to 6 (eV/Å):
Ti 0.0 -0.3 0.2
Cl 0.2 -0.6 -0.3
O 0.4 0.0 -0.3
O 0.2 -0.3 -0.2
N -0.6 -0.5 -0.1
N -0.1 -0.2 -0.1

Properties
multiplicity = 3
relative energy (zero: lowest compared OMol25 entry of this formula, charge and spin) = 0.0 kJ/mol
frontier orbital gap (alpha / beta) = 4.32 / 6.39 eV
charge = 0

---

Record 2
A structure of composition C40H29BaBrF4IN8O3S5 in a non-equilibrium geometry. Source: the Open Molecules 2025 dataset; level of theory: ωB97M-V/def2-TZVPD.

Each line ends with the Mulliken charge.
Element x y z (Å)
Ba: -1.740541 -0.442497 -0.563381  2.16
I: 2.017390 1.642725 -2.017882  0.22
Br: 4.475089 -0.635610 -1.031391  -0.17
S: -5.333226 4.122460 -3.439391  -0.17
S: -3.963439 1.176368 -2.336634  -0.20
S: -7.641015 -0.192383 -6.644313  -0.31
S: -6.783361 2.368996 -5.386670  -0.14
S: -5.638267 -0.079348 -4.431891  -0.02
F: 2.390937 0.196056 1.824263  -0.02
F: 4.496115 -0.331948 6.817478  -0.30
F: 4.859129 1.110639 2.313528  -0.29
F: 2.015654 -1.222873 6.331856  -0.30
O: -0.723528 -0.938182 -2.527382  -0.65
O: -2.245049 -2.546735 0.541984  -1.09
O: -3.748551 -2.825043 2.539554  -0.79
N: -0.069660 -3.313515 0.630669  -0.86
N: -1.013028 -1.338897 5.705938  -0.52
N: 7.438818 2.493073 3.304637  -0.50
N: -0.547755 -0.181429 1.714303  0.36
N: 7.140639 1.187945 7.186825  -0.50
N: 0.011496 -2.588754 -0.590192  0.85
N: -1.243400 2.485116 -0.713473  -0.05
N: -3.914793 0.460225 1.204294  -0.16
C: -2.877370 -3.789273 4.501626  -0.62
C: 3.602416 1.407674 -4.547424  -0.48
C: -2.861080 2.615363 1.786667  0.43
C: 1.163579 -2.359221 -2.670314  0.80
C: 0.514816 -0.959176 -4.525744  -0.49
C: -5.108716 1.366219 -3.597430  -0.34
C: 2.219720 -2.831680 -3.443248  -0.57
C: 2.031813 -0.427559 4.092044  0.68
C: 3.543548 0.948867 -3.234541  -0.10
C: -6.739040 0.657220 -5.542330  0.06
C: 6.574574 1.132487 6.188908  -0.11
C: -1.249619 -3.130829 1.113631  0.78
C: -0.607492 -4.552775 4.584550  -0.76
C: 2.895127 0.120182 3.050651  0.36
C: 0.277188 -1.385466 -3.206917  0.13
C: -1.838280 -4.361885 5.196892  -0.40
C: 5.533844 -0.346620 -3.628930  -0.52
C: 1.563558 -1.462134 -5.267726  -0.49
C: -2.461311 3.832837 0.955724  -1.17
C: 6.743276 1.868415 3.972213  -0.11
C: 2.700476 -0.605210 5.372629  -0.16
C: 0.028758 -0.442253 2.673077  -1.06
C: -2.188741 3.582002 -0.519004  -0.32
C: -2.706589 -3.395465 3.170833  0.66
C: 5.594018 0.125260 -4.926116  -0.52
C: 0.700520 -0.691428 3.905622  1.46
C: 3.950723 -0.156301 5.613903  0.23
C: 4.138541 0.580527 3.298615  0.03
C: 2.435724 -2.396588 -4.738141  -0.71
C: -4.133644 1.896538 1.329425  -0.74
C: -3.632562 4.346507 -4.013572  -0.58
C: -1.471421 -3.584725 2.536170  -0.09
C: 4.623528 1.003376 -5.387817  -0.61
C: 4.751165 0.545104 4.619340  0.18
C: 4.508945 0.067761 -2.787319  0.48
C: -0.438248 -4.159824 3.270249  -0.45
C: 5.958870 1.132834 4.904804  1.06
C: -0.206803 -1.096057 4.925964  -0.53
C: -5.659232 2.516565 -4.059082  -0.14
C: 0.957508 -2.955663 -1.354875  -1.29
H: -0.342266 2.754076 -0.325137  0.05
H: -4.446790 2.253513 0.346198  0.34
H: -1.098277 2.321794 -1.704459  0.19
H: 3.253937 -2.781347 -5.323523  0.45
H: -3.396961 -2.647742 1.613953  0.32
H: -3.107955 3.302563 -1.043728  0.05
H: -3.581802 4.461060 -5.094202  0.35
H: 0.209139 -5.004503 5.124149  0.41
H: -3.033427 3.496680 -3.696421  -0.01
H: -3.726141 0.053663 2.117122  0.08
H: -1.983458 -4.655438 6.225678  0.36
H: 2.875754 -3.576245 -3.009936  0.34
H: 2.837859 2.082336 -4.905211  0.41
H: -2.977825 2.944582 2.821510  0.41
H: -3.840133 -3.623469 4.963842  0.42
H: 1.702317 -1.116714 -6.283921  0.41
H: -3.256986 4.583950 1.016444  0.32
H: -2.040990 1.894452 1.792776  -0.44
H: 4.651729 1.366735 -6.405862  0.38
H: -4.954537 2.119027 2.029098  0.33
H: 6.274156 -1.039481 -3.260604  0.43
H: -4.758724 0.003012 0.874751  0.21
H: 6.391727 -0.203876 -5.577163  0.37
H: -1.583894 4.296906 1.418408  0.38
H: -0.176000 -0.240682 -4.941974  0.48
H: 1.609270 -3.766366 -1.051676  0.28
H: -1.826958 4.516839 -0.980824  0.42
H: 0.501665 -4.303528 2.757083  0.48
H: -3.246208 5.246205 -3.542092  0.28

Forces on atoms 1 to 6 (eV/Å):
Ba -1.5 1.0 -1.1
I -0.2 0.0 0.0
Br 0.1 0.0 0.0
S 0.0 -0.1 0.0
S 0.0 0.0 0.1
S 0.1 0.1 0.1

Properties
relative energy (zero: lowest compared OMol25 entry of this formula, charge and spin) = 222.6 kJ/mol
frontier orbital gap = 2.36 eV
charge = -1

---

Q: Among the records above, which one has the lowest relative energy (zero: lowest compared OMol25 entry of this formula, charge and spin)?
A: C40H28ClN7O2Ti